Record 1
Molecular formula: C2H6ClN3
Method: DFT, the ωB97M-V functional and the def2-TZVPD basis

Values from the calculation:
ΔE to the lowest compared entry with this formula, charge and spin in kcal/mol: 5.0
SMILES: [NH2+]=CNC(=[NH2+])Cl
LUMO level in eV: -10.2391
F_max in Eh/bohr: 0.090
HOMO in eV: -21.242
Gap between HOMO and LUMO in eV: 11.0
M in g/mol: 107.5

ORCA input file:
```
! RIJCOSX wB97M-V def2-TZVPD def2/J DEFGRID3
* xyz 2 1
N 1.789 1.400 0.248
C 0.760 0.659 0.490
N 0.060 -0.037 -0.488
C -1.005 -0.851 -0.536
N -1.750 -1.161 0.431
Cl -1.244 -1.531 -2.100
H 2.380 1.725 1.087
H 2.149 1.735 -0.672
H 0.583 0.580 1.533
H 0.451 0.248 -1.407
H -1.570 -0.992 1.416
H -2.603 -1.774 -0.002
*
```

Formally, the Mulliken partial charges of the atoms, in units of the elementary charge, are as follows: -0.233 0.216 -0.219 0.725 -0.273 -0.008 0.338 0.286 0.319 0.229 0.280 0.339



Record 2
Molecular formula: C17H31Br3Cl4CsF6MgN3O2P
Method: DFT, the ωB97M-V functional and the def2-TZVPD basis

Values from the calculation:
LUMO level in eV: -6.0825
F_max in Eh/bohr: 0.111
HOMO in eV: -7.467
Gap between HOMO and LUMO in eV: 1.4
M in g/mol: 993.2

ORCA input file:
```
! RIJCOSX wB97M-V def2-TZVPD def2/J DEFGRID3
* xyz 1 1
C 2.261 3.480 -1.092
C 1.839 3.158 -2.356
C 0.827 2.237 -2.548
C 0.249 1.629 -1.458
C -0.902 0.656 -1.692
C -2.185 1.482 -1.603
C -2.744 1.573 -0.193
O -4.096 1.978 -0.189
C -4.385 2.864 -1.258
C -4.282 2.126 -2.596
N -3.318 0.978 -2.445
C 0.646 1.898 -0.157
C 1.665 2.835 0.050
H 3.023 4.229 -0.936
H 2.269 3.624 -3.229
H 0.483 1.999 -3.540
H -0.763 0.212 -2.676
H -0.851 -0.088 -0.895
H -1.917 2.463 -2.009
H -2.111 2.204 0.433
H -2.753 0.564 0.230
H -3.643 3.667 -1.243
H -5.353 3.335 -1.133
H -3.801 2.821 -3.282
H -5.242 1.787 -2.969
H -3.794 0.189 -2.007
H -2.983 0.700 -3.364
H 0.117 1.393 0.638
H 1.966 3.101 1.060
Br 1.251 5.946 -1.497
Mg 0.159 8.011 -1.680
Cl -1.147 4.182 -2.868
C -7.619 2.664 0.779
O -8.831 2.886 1.238
H -6.870 3.500 0.918
H -7.063 1.796 1.232
H -7.528 2.443 -0.321
Cs 3.767 1.868 0.847
F 1.982 -1.612 3.056
P 1.704 -3.189 3.504
F 2.905 -3.403 2.377
F 2.669 -3.989 4.539
F 0.126 -2.946 2.966
F 1.181 -2.522 4.895
F 1.231 -4.752 3.015
C 6.773 -3.918 1.719
Cl 6.019 -3.883 3.300
Cl 5.554 -4.111 0.442
Cl 7.733 -2.467 1.432
H 7.440 -4.770 1.676
N 0.276 -4.497 0.602
H 0.952 -3.758 0.819
H 0.211 -4.641 -0.404
H 0.589 -5.350 1.075
H -0.630 -4.222 0.986
C -6.063 4.243 3.871
C -5.865 3.791 5.241
N -5.710 3.434 6.322
H -6.517 3.452 3.277
H -6.717 5.112 3.858
H -5.104 4.512 3.432
Br 8.042 -6.571 -4.482
C 7.826 -7.292 -2.691
C 7.738 -6.198 -1.660
Br 9.479 -5.417 -1.286
H 8.660 -7.963 -2.517
H 6.900 -7.861 -2.718
H 7.392 -6.600 -0.710
H 7.089 -5.385 -1.966
*
```

Formally, the Mulliken partial charges of the atoms, in units of the elementary charge, are as follows: -1.087 -0.564 -0.547 0.843 -1.403 1.195 -0.766 -0.368 -0.302 -0.636 -0.036 -0.371 -0.989 0.903 0.460 0.340 0.421 0.506 -1.017 0.288 0.364 0.242 0.451 0.313 0.432 0.377 0.411 0.543 0.452 0.261 0.260 -0.555 -0.308 -0.618 0.032 0.225 0.205 1.053 -0.320 0.905 -0.230 -0.289 -0.342 -0.297 -0.370 0.087 -0.074 -0.142 -0.124 0.238 -0.443 0.277 0.378 0.369 0.368 -0.475 0.242 -0.362 0.070 0.279 0.238 -0.131 -0.607 -0.526 -0.119 0.383 0.362 0.302 0.345